This record from the OMol25 dataset describes a single C24H29N3O3S molecule. The level of theory is ωB97M-V with the def2-TZVPD basis set.

ORCA input file:
```
! wB97M-V def2-TZVPD RIJCOSX def2/J DEFGRID3
* xyz 0 1
C -2.999 2.200 -1.608
C -2.604 0.835 -1.132
C -2.112 -0.128 -2.002
C -1.813 -1.397 -1.543
C -1.995 -1.755 -0.212
C -1.710 -3.161 0.218
C -2.455 -0.782 0.678
C -2.707 -1.074 2.133
N -1.601 -1.717 2.834
C -1.922 -2.743 3.672
O -3.053 -3.172 3.777
C -0.778 -3.303 4.484
S 0.574 -3.773 3.372
C 0.804 -2.151 2.716
C 2.077 -1.742 2.345
C 2.282 -0.475 1.840
C 1.210 0.403 1.722
C 1.466 1.747 1.128
O 2.497 2.362 1.322
N 0.451 2.221 0.360
C 0.672 3.331 -0.536
C 0.807 2.838 -1.985
N 1.661 1.669 -2.053
C 1.466 0.894 -3.264
C 2.280 -0.396 -3.156
O 3.650 -0.125 -2.988
C 3.855 0.660 -1.836
C 3.075 1.972 -1.897
C -0.058 0.003 2.120
C -0.291 -1.285 2.590
C -2.753 0.490 0.204
H -2.587 2.974 -0.963
H -4.085 2.298 -1.588
H -2.665 2.373 -2.628
H -1.987 0.106 -3.049
H -1.448 -2.138 -2.239
H -2.433 -3.506 0.954
H -0.715 -3.237 0.656
H -1.745 -3.830 -0.640
H -3.553 -1.765 2.230
H -2.978 -0.150 2.656
H -0.398 -2.566 5.194
H -1.110 -4.195 5.011
H 2.896 -2.436 2.454
H 3.266 -0.146 1.546
H -0.273 1.574 0.082
H 1.582 3.830 -0.199
H -0.162 4.037 -0.468
H 1.167 3.667 -2.619
H -0.180 2.539 -2.345
H 0.408 0.643 -3.361
H 1.787 1.451 -4.163
H 2.192 -0.987 -4.069
H 1.906 -0.979 -2.300
H 4.928 0.852 -1.782
H 3.536 0.100 -0.945
H 3.231 2.514 -0.965
H 3.447 2.584 -2.738
H -0.869 0.710 2.082
H -3.134 1.234 0.892
*
```

Results
SMILES: Cc1ccc(C)c(CN2C(=O)CSc3ccc(C(=O)NCCN4CCOCC4)cc32)c1
Energy relative to the best compared isomer or geometry (same formula, charge and spin) (kJ/mol): 70.66
Gap between HOMO and LUMO (eV): 9.03

The net atomic charges from natural (NBO), expressed in e, are: -0.63 -0.05 -0.22 -0.18 -0.01 -0.64 -0.03 -0.26 -0.46 0.68 -0.60 -0.62 0.29 -0.21 -0.21 -0.17 -0.13 0.68 -0.63 -0.61 -0.24 -0.22 -0.45 -0.24 -0.07 -0.52 -0.07 -0.27 -0.23 0.21 -0.17 0.22 0.23 0.22 0.21 0.21 0.22 0.23 0.22 0.27 0.20 0.24 0.26 0.23 0.24 0.41 0.23 0.20 0.18 0.19 0.20 0.17 0.19 0.17 0.20 0.16 0.23 0.17 0.23 0.20